1.
Molecular formula: C39H45BO4P
Method: DFT, ωB97M-V/def2-TZVPD

Results
HOMO-LUMO gap in eV: 6.17
HOMO energy in Eh: -0.1374

The geometry in ORCA input format:
```
! RIJCOSX wB97M-V def2-TZVPD def2/J DEFGRID3
* xyz -1 1
C -4.557 -0.496 2.310
C -3.036 -0.483 1.857
O -2.819 -0.428 0.619
O -1.923 -0.573 2.710
C -1.475 0.792 3.066
B -0.376 1.440 2.030
P 1.444 1.358 2.643
O 2.354 2.122 1.358
O 2.026 -0.295 2.627
H -5.209 0.039 1.528
H -4.769 0.014 3.302
H -4.947 -1.574 2.331
H -2.419 1.455 2.987
H -1.052 0.858 4.123
H -0.492 1.011 0.910
H -0.638 2.615 1.949
H 1.700 2.289 0.636
H 3.003 -0.225 2.740
C 2.373 5.637 -2.986
C 3.644 5.775 -2.438
C 4.230 4.710 -1.761
C 3.548 3.504 -1.641
C 2.278 3.365 -2.191
C 1.688 4.432 -2.860
H 1.915 6.469 -3.510
H 4.179 6.714 -2.538
H 5.219 4.820 -1.329
H 4.006 2.672 -1.117
H 1.747 2.423 -2.098
H 0.696 4.325 -3.284
C -3.844 -3.145 -2.067
C -4.487 -4.066 -2.888
C -5.867 -4.001 -3.060
C -6.601 -3.008 -2.417
C -5.955 -2.085 -1.599
C -4.577 -2.157 -1.421
H -2.769 -3.196 -1.930
H -3.913 -4.836 -3.395
H -6.370 -4.722 -3.694
H -7.676 -2.953 -2.554
H -6.527 -1.309 -1.099
H -4.068 -1.445 -0.781
C 2.135 -4.021 -3.482
C 1.498 -4.943 -4.307
C 0.118 -4.884 -4.484
C -0.621 -3.896 -3.841
C 0.016 -2.972 -3.020
C 1.392 -3.036 -2.836
H 3.210 -4.069 -3.342
H 2.077 -5.709 -4.813
H -0.379 -5.607 -5.121
H -1.696 -3.845 -3.981
H -0.561 -2.200 -2.521
H 1.888 -2.318 -2.192
C 3.264 -3.715 1.164
C 4.120 -4.253 2.120
C 4.798 -5.440 1.859
C 4.628 -6.084 0.637
C 3.776 -5.545 -0.320
C 3.090 -4.363 -0.056
H 2.732 -2.792 1.369
H 4.257 -3.747 3.070
H 5.460 -5.862 2.608
H 5.161 -7.007 0.432
H 3.645 -6.046 -1.274
H 2.422 -3.946 -0.801
C 8.522 3.019 2.182
C 7.851 2.127 1.351
C 6.473 2.230 1.186
C 5.767 3.232 1.844
C 6.438 4.126 2.672
C 7.815 4.017 2.844
H 9.596 2.936 2.313
H 8.402 1.349 0.832
H 5.949 1.531 0.544
H 4.692 3.315 1.712
H 5.888 4.908 3.184
H 8.337 4.711 3.494
C -7.915 4.448 2.885
C -6.601 4.119 2.565
C -6.340 3.081 1.676
C -7.393 2.378 1.100
C -8.707 2.709 1.417
C -8.968 3.741 2.312
H -8.118 5.255 3.580
H -5.781 4.672 3.009
H -5.316 2.821 1.432
H -7.189 1.572 0.403
H -9.528 2.162 0.965
H -9.992 3.996 2.563
*
```

These are the Mulliken partial charges, in e, on atoms 1 to 8:
1 C -0.627
2 C 0.635
3 O -0.652
4 O -0.321
5 C -0.530
6 B 0.513
7 P -0.376
8 O -0.260

---

2.
Molecular formula: C11H17AuN3O2PS2SbSe5
Method: DFT, ωB97M-V/def2-TZVPD

Results
HOMO-LUMO gap (alpha / beta) in eV: 4.59 / 5.21
Expectation value of S²: 2.014
HOMO energy (alpha / beta) in Eh: -0.1478 / -0.1704

The geometry in ORCA input format:
```
! RIJCOSX wB97M-V def2-TZVPD def2/J DEFGRID3
* xyz -1 3
Au 0.041 -0.395 -0.475
Se -3.851 0.364 1.909
Sb -2.785 -1.979 1.143
Se -2.041 -1.418 -1.229
Se -0.458 -1.566 1.989
Se -5.125 -0.282 3.609
Se 3.612 1.697 -2.978
N 4.690 1.835 -1.587
C 4.089 1.286 -0.536
C 4.578 1.167 0.771
C 3.769 0.546 1.696
C 2.502 0.086 1.342
N 2.008 0.171 0.119
C 2.781 0.737 -0.820
N 2.389 0.837 -2.073
H 5.554 1.549 1.024
H 4.095 0.403 2.713
H 1.865 -0.380 2.079
C 2.159 4.706 -4.878
C 1.561 4.807 -3.483
C 0.386 5.775 -3.423
O 1.189 3.521 -2.981
P 0.255 2.420 -3.686
S -1.044 3.078 -5.009
S -0.627 1.521 -2.097
O 1.469 1.625 -4.435
C 1.390 0.453 -5.235
C 1.198 0.798 -6.707
C 0.317 -0.487 -4.720
H 2.531 5.680 -5.187
H 1.399 4.366 -5.578
H 2.987 3.994 -4.879
H 2.337 5.141 -2.774
H -0.360 5.512 -4.167
H 0.739 6.786 -3.602
H -0.073 5.724 -2.441
H 2.383 -0.009 -5.110
H 0.215 1.232 -6.862
H 1.287 -0.111 -7.298
H 1.952 1.511 -7.037
H -0.665 -0.031 -4.847
H 0.482 -0.670 -3.659
H 0.338 -1.436 -5.252
*
```

These are the Mulliken partial charges, in e, on atoms 1 to 8:
1 Au 0.297
2 Se -0.043
3 Sb 0.300
4 Se -0.339
5 Se -0.459
6 Se -0.325
7 Se 0.458
8 N -0.960

---

3.
Molecular formula: C32H61ClF3N2O13P2
Method: DFT, ωB97M-V/def2-TZVPD

Results
HOMO-LUMO gap in eV: 4.91
HOMO energy in Eh: -0.3753

The geometry in ORCA input format:
```
! RIJCOSX wB97M-V def2-TZVPD def2/J DEFGRID3
* xyz 1 1
C -7.101 1.487 1.509
C -6.248 0.811 2.650
C -4.940 0.102 2.129
C -5.216 -1.252 1.393
C -3.995 -1.832 0.583
C -2.844 -2.272 1.586
C -1.462 -1.572 1.264
C -1.650 -0.009 1.344
C -0.268 0.697 1.091
C 0.223 0.579 -0.429
C 0.010 2.003 -1.078
C -0.063 1.980 -2.643
N -1.226 2.384 -3.169
N -1.337 2.385 -4.475
P -3.018 2.907 -4.991
O -3.843 3.311 -3.611
Cl -3.909 1.206 -5.834
C -0.465 2.080 -5.466
P -0.703 2.112 -7.310
O -0.718 0.707 -7.759
O -2.059 2.828 -7.878
O 0.564 2.850 -8.119
C 0.882 1.609 -5.008
C 2.014 1.178 -5.968
O 1.708 -0.073 -6.642
C 2.829 -0.852 -6.744
F 3.877 -0.212 -7.329
F 3.187 -1.417 -5.544
F 2.521 -1.900 -7.555
C 1.031 1.552 -3.547
C 2.349 1.038 -2.874
C 3.116 2.147 -2.056
O 4.466 1.620 -1.836
C 4.267 0.678 -0.808
O 4.528 -0.472 -0.935
H -8.055 0.924 1.321
H -6.516 1.479 0.553
H -7.411 2.537 1.750
H -6.920 0.134 3.231
H -5.919 1.610 3.370
H -4.235 -0.021 2.995
H -4.452 0.811 1.409
H -6.093 -1.182 0.702
H -5.461 -2.006 2.191
H -3.657 -1.122 -0.211
H -4.307 -2.772 0.049
H -3.086 -2.037 2.657
H -2.678 -3.375 1.458
H -0.703 -1.842 2.051
H -1.058 -1.923 0.281
H -2.377 0.396 0.599
H -1.989 0.298 2.369
H -0.368 1.790 1.320
H 0.559 0.314 1.743
H -0.293 -0.236 -0.986
H 1.334 0.430 -0.353
H 0.741 2.773 -0.714
H -0.987 2.370 -0.707
H -4.772 3.433 -3.901
H -1.813 3.613 -8.405
H 0.789 3.656 -7.601
H 2.294 1.964 -6.720
H 2.972 0.982 -5.416
H 2.025 0.162 -2.248
H 3.076 0.620 -3.607
H 2.703 2.353 -1.042
H 3.241 3.043 -2.703
H 3.800 0.987 0.175
C 7.994 1.768 -2.376
O 8.393 2.990 -1.778
C 7.387 3.579 -0.965
C 7.968 4.116 0.337
O 8.412 3.124 1.255
C 9.563 2.358 0.902
C 10.866 3.139 0.839
O 10.896 4.008 -0.285
C 11.461 5.275 -0.007
H 7.381 1.964 -3.261
H 8.895 1.232 -2.676
H 7.449 1.138 -1.669
H 6.588 2.866 -0.734
H 6.953 4.411 -1.532
H 7.163 4.648 0.854
H 8.747 4.855 0.155
H 9.389 1.797 -0.016
H 9.667 1.613 1.696
H 11.701 2.435 0.730
H 10.999 3.694 1.774
H 11.114 5.671 0.952
H 11.140 5.963 -0.791
H 12.554 5.212 -0.015
C -3.328 -4.555 5.129
O -4.557 -5.110 4.700
C -4.575 -6.531 4.716
C -5.885 -7.066 5.277
O -6.080 -6.850 6.671
C -6.283 -5.511 7.114
C -7.580 -4.864 6.652
O -7.548 -4.571 5.261
C -8.765 -4.847 4.596
H -2.599 -4.582 4.314
H -3.510 -3.517 5.413
H -2.937 -5.078 6.006
H -3.742 -6.938 5.299
H -4.468 -6.872 3.680
H -5.869 -8.153 5.155
H -6.743 -6.713 4.705
H -5.420 -4.888 6.877
H -6.321 -5.572 8.205
H -7.715 -3.912 7.182
H -8.419 -5.522 6.899
H -9.197 -5.798 4.921
H -8.553 -4.922 3.528
H -9.479 -4.032 4.760
*
```

These are the Mulliken partial charges, in e, on atoms 1 to 8:
1 C -1.012
2 C -0.556
3 C -0.185
4 C -0.593
5 C -0.758
6 C -0.338
7 C -0.949
8 C 0.087

---

4.
Molecular formula: C8H17ClO2S
Method: DFT, ωB97M-V/def2-TZVPD

Results
Structure (SMILES): CCCCCCCCS(=O)(=O)Cl
HOMO-LUMO gap in eV: 11.38
HOMO energy in Eh: -0.4083

The geometry in ORCA input format:
```
! RIJCOSX wB97M-V def2-TZVPD def2/J DEFGRID3
* xyz 0 1
C 4.003 1.776 -0.226
C 2.710 0.982 -0.433
C 2.693 -0.369 0.307
C 1.507 -1.234 -0.047
C 0.095 -0.592 0.217
C -1.067 -1.551 -0.092
C -2.420 -0.966 0.501
C -2.797 0.327 -0.279
H 3.919 2.700 -0.759
H 4.950 1.322 -0.585
H 4.200 2.008 0.815
H 2.569 0.738 -1.495
H 1.916 1.622 -0.071
H 2.631 0.004 1.300
H 3.724 -0.827 0.162
H 1.563 -2.172 0.455
H 1.507 -1.475 -1.144
H -0.066 0.367 -0.323
H 0.018 -0.486 1.329
H -0.969 -2.473 0.512
H -1.196 -1.831 -1.120
H -2.271 -0.716 1.546
H -3.216 -1.678 0.421
H -2.993 0.052 -1.409
H -2.144 1.179 -0.161
O -4.441 0.830 1.630
O -4.691 2.146 -0.529
S -4.343 0.924 0.209
Cl -5.391 -0.605 -0.732
*
```

These are the Mulliken partial charges, in e, on atoms 1 to 8:
1 C -1.421
2 C -0.209
3 C -0.655
4 C -0.802
5 C -0.264
6 C -0.758
7 C -0.697
8 C -0.729

---

5.
Molecular formula: C3H6BrOP
Method: DFT, ωB97M-V/def2-TZVPD

Results
Structure (SMILES): C/C=C\Br.O=P
HOMO-LUMO gap in eV: 8.64
HOMO energy in Eh: -0.3436

The geometry in ORCA input format:
```
! RIJCOSX wB97M-V def2-TZVPD def2/J DEFGRID3
* xyz 0 1
C -0.139 -0.018 -1.378
C 1.267 0.471 -1.168
C 1.744 0.721 0.051
O -2.776 -1.318 1.377
P -2.375 -0.536 2.526
Br 0.658 0.685 1.602
H -0.249 -1.139 -1.720
H -0.745 -0.001 -0.585
H -0.577 0.526 -2.267
H -1.302 -1.148 3.162
H 1.791 0.589 -2.028
H 2.703 1.168 0.429
*
```

These are the Mulliken partial charges, in e, on atoms 1 to 8:
1 C -0.855
2 C 0.132
3 C -0.541
4 O -0.383
5 P 0.325
6 Br -0.154
7 H 0.226
8 H 0.288

---

6.
Molecular formula: C11H10FN3O6S2
Method: DFT, ωB97M-V/def2-TZVPD

Results
Structure (SMILES): CC(=O)N(C(C)=O)c1c(S(=O)(=O)F)cc2nsnc2c1COO
HOMO-LUMO gap in eV: 6.49
HOMO energy in Eh: -0.3305

The geometry in ORCA input format:
```
! RIJCOSX wB97M-V def2-TZVPD def2/J DEFGRID3
* xyz 0 1
C 3.490 -1.481 0.880
C 2.420 -0.754 -0.180
O 2.729 -0.671 -1.476
N 1.186 -0.123 0.471
C 1.716 1.327 0.359
C 2.416 1.936 1.719
O 1.633 2.067 -0.752
C -0.109 -0.357 -0.211
C -0.508 -1.781 -0.996
S 0.565 -3.318 -1.056
O 1.592 -3.360 -2.219
O -0.364 -4.572 -1.318
F 1.276 -3.687 0.500
C -1.968 -1.999 -1.787
C -3.136 -0.868 -1.860
N -4.509 -0.850 -2.517
S -5.321 0.703 -2.204
N -4.026 1.339 -1.218
C -2.794 0.487 -1.036
C -1.367 0.755 -0.219
C -1.354 2.189 0.578
O -2.673 2.538 1.210
O -2.513 3.513 2.064
H 3.741 -2.559 0.502
H 2.992 -1.555 1.962
H 4.506 -0.871 0.961
H 3.590 1.885 1.700
H 2.065 3.049 1.813
H 1.955 1.344 2.640
H -2.221 -3.024 -2.348
H -1.112 3.023 -0.214
H -0.617 2.212 1.518
H -3.278 3.466 2.735
*
```

These are the Mulliken partial charges, in e, on atoms 1 to 8:
1 C -1.086
2 C 0.386
3 O -0.430
4 N 0.284
5 C 0.485
6 C -1.142
7 O -0.493
8 C 0.629

---

7.
Molecular formula: CH4N2
Method: DFT, ωB97M-V/def2-TZVPD

Results
Structure (SMILES): [H]/N=C\N
HOMO-LUMO gap in eV: 9.43
HOMO energy in Eh: -0.3082

The geometry in ORCA input format:
```
! RIJCOSX wB97M-V def2-TZVPD def2/J DEFGRID3
* xyz 0 1
N -0.571 0.190 -0.751
C -0.114 0.223 0.522
N 0.936 -0.472 0.729
H -1.035 0.986 -1.158
H 0.948 -1.483 0.631
H 0.202 -0.509 -1.131
H -0.366 1.066 1.158
*
```

Which charges does Mulliken predict for the atoms? In e, they are:
1 N -0.520
2 C 0.096
3 N -0.692
4 H 0.253
5 H 0.253
6 H 0.301
7 H 0.310

---

8.
Molecular formula: C19H25N3O3
Method: DFT, ωB97M-V/def2-TZVPD

Results
Structure (SMILES): CCCCC(=O)N1CCC[C@H](c2nc(-c3cccc(OC)c3)no2)C1
HOMO-LUMO gap in eV: 9.28
HOMO energy in Eh: -0.3147

The geometry in ORCA input format:
```
! RIJCOSX wB97M-V def2-TZVPD def2/J DEFGRID3
* xyz 0 1
C -1.336 -2.810 0.564
C -0.166 -2.506 -0.362
C 1.170 -2.833 0.301
C 2.348 -2.694 -0.671
C 2.553 -1.266 -1.139
O 2.048 -0.861 -2.169
N 3.375 -0.468 -0.405
C 3.862 -0.696 0.935
H 4.941 -0.489 0.944
C 3.152 0.238 1.919
C 3.325 1.696 1.498
H 4.376 1.982 1.581
H 2.742 2.341 2.156
C 2.884 1.899 0.046
C 1.419 1.730 -0.128
N 0.571 1.142 0.656
C -0.614 1.260 -0.019
N -0.480 1.897 -1.152
O 0.838 2.213 -1.232
C -1.869 0.743 0.489
C -1.982 0.382 1.826
C -3.190 -0.103 2.296
C -4.268 -0.238 1.445
C -4.158 0.120 0.098
C -2.953 0.617 -0.378
H -2.814 0.909 -1.406
O -5.276 -0.057 -0.655
C -5.221 0.280 -2.022
H -4.474 -0.318 -2.552
H -5.004 1.343 -2.164
H -6.211 0.057 -2.418
H -5.213 -0.621 1.796
H -3.292 -0.383 3.334
H -1.130 0.492 2.478
H 3.141 2.907 -0.296
C 3.608 0.884 -0.859
H 4.684 1.086 -0.831
H 3.248 0.961 -1.887
H 2.088 0.005 1.933
H 3.559 0.089 2.920
H 3.709 -1.731 1.231
H 3.262 -3.089 -0.226
H 2.127 -3.278 -1.567
H 1.145 -3.863 0.665
H 1.312 -2.178 1.163
H -0.265 -3.090 -1.279
H -0.185 -1.452 -0.643
H -1.365 -3.871 0.806
H -1.247 -2.247 1.490
H -2.278 -2.537 0.094
*
```

These are the Mulliken partial charges, in e, on atoms 1 to 8:
1 C -1.401
2 C 0.054
3 C -0.280
4 C -1.328
5 C 0.988
6 O -0.647
7 N 0.084
8 C -0.943

---

no.,E (a.u.)
1,-2180.29393
2,-14265.14414
3,-3785.63754
4,-1323.84375
5,-3108.43129
6,-1936.39128
7,-149.94007
8,-1128.99818